{
  "formula": "C4H8O2",
  "method": "ωB97M-V/def2-TZVPD",
  "relative_energy_kcal_mol": 51.7,
  "energy_ha": -307.6300,
  "orbital_gap_ev": 10.35,
  "fmax_ev_per_a": 0.518,
  "lumo_energy_ev": 0.8,
  "smiles": "OC[C@H]1C[C@H]1O",
  "species": ["O", "O", "C", "C", "C", "C", "H", "H", "H", "H", "H", "H", "H", "H"],
  "xyz": [[1.265, -1.322, -0.966], [-0.940, -1.473, 0.324], [0.447, 0.605, 0.440], [-0.943, 1.037, 0.038], [-0.762, -0.187, 0.877], [1.314, 0.062, -0.710], [0.612, -1.743, -0.391], [-1.034, -0.168, 1.932], [2.364, 0.291, -0.518], [1.056, 0.571, -1.650], [-1.844, -1.603, 0.016], [-1.448, 1.921, 0.426], [-1.071, 0.837, -1.024], [0.983, 1.173, 1.207]],
  "lowdin_charge": [-0.073, -0.034, -0.186, -0.061, -0.303, -0.232, 0.049, 0.143, 0.109, 0.114, 0.117, 0.106, 0.114, 0.137]
}



{
  "formula": "HN2O4",
  "method": "ωB97M-V/def2-TZVPD",
  "relative_energy_kcal_mol": 48.1,
  "energy_ha": -410.3986,
  "orbital_gap_ev": [7.99, 8.34],
  "fmax_ev_per_a": 4.405,
  "charge": 1,
  "lumo_energy_ev": [-7.4, -7.4],
  "species": ["O", "O", "O", "O", "N", "N", "H"],
  "xyz": [[0.792, 0.158, -0.676], [-0.991, -2.456, 0.121], [-0.201, 0.780, 0.546], [0.039, 2.010, 0.769], [0.626, -0.899, -1.027], [0.052, -2.120, 0.161], [-0.316, 2.526, 0.108]],
  "lowdin_charge": [0.133, 0.284, -0.046, 0.131, 0.206, 0.191, 0.101]
}



{
  "formula": "C5H9IS",
  "method": "ωB97M-V/def2-TZVPD",
  "relative_energy_kcal_mol": 86.3,
  "energy_ha": -891.6275,
  "orbital_gap_ev": [8.55, 6.46],
  "fmax_ev_per_a": 3.201,
  "lumo_energy_ev": [0.4, -0.3],
  "species": ["I", "S", "C", "C", "C", "C", "C", "H", "H", "H", "H", "H", "H", "H", "H", "H"],
  "xyz": [[-3.775, 0.260, 0.127], [0.352, 0.106, -0.406], [-1.477, -1.746, -0.117], [-0.424, -1.025, 0.816], [2.360, 1.963, -0.360], [-2.157, -0.735, -0.963], [1.488, 1.059, 0.437], [0.214, -1.858, 1.408], [3.303, 1.440, -0.551], [1.546, 1.337, 1.437], [2.016, 2.322, -1.337], [-2.123, -2.254, 0.532], [-2.268, -1.026, -1.972], [-0.875, -2.437, -0.879], [-0.761, -0.234, 1.548], [2.580, 2.827, 0.280]],
  "lowdin_charge": [0.687, 0.912, -0.461, -0.463, -0.206, -0.617, -0.508, 0.130, 0.070, 0.037, 0.068, 0.057, 0.009, 0.147, 0.067, 0.071]
}



{
  "formula": "C41H35BiClN2Si2",
  "method": "ωB97M-V/def2-TZVPD",
  "energy_ha": -2946.3752,
  "orbital_gap_ev": [5.31, 3.40],
  "fmax_ev_per_a": 1.845,
  "charge": 1,
  "lumo_energy_ev": [-3.9, -4.3],
  "species": ["Bi", "Cl", "Si", "Si", "N", "N", "C", "C", "C", "C", "C", "C", "C", "C", "C", "C", "C", "C", "C", "C", "C", "C", "C", "C", "C", "C", "C", "C", "C", "C", "C", "C", "C", "C", "C", "C", "C", "C", "C", "C", "C", "C", "C", "C", "C", "C", "C", "H", "H", "H", "H", "H", "H", "H", "H", "H", "H", "H", "H", "H", "H", "H", "H", "H", "H", "H", "H", "H", "H", "H", "H", "H", "H", "H", "H", "H", "H", "H", "H", "H", "H", "H"],
  "xyz": [[0.256, 0.125, 2.604], [1.983, 0.561, -0.228], [1.065, 0.009, -3.815], [-0.044, 0.153, -0.303], [0.572, 1.676, 4.349], [1.800, -0.760, 4.134], [0.750, 3.194, 6.684], [0.288, 3.695, -6.538], [-0.700, 3.239, -5.664], [-1.899, -1.548, -1.608], [-0.868, -3.891, -0.482], [-0.705, -1.487, -0.846], [-3.011, 3.540, -1.513], [-1.143, 1.557, -0.780], [1.113, -1.402, -5.001], [3.068, 0.349, 7.433], [1.567, 2.059, 6.526], [-3.389, 2.526, -0.616], [-0.223, 2.760, 4.535], [-1.344, -0.726, 4.285], [1.929, -2.531, -4.803], [-2.765, -1.175, 2.512], [-0.128, -2.706, -0.415], [0.321, -1.335, -6.159], [0.733, -3.684, -6.583], [-0.760, 2.612, -1.626], [0.815, 1.540, -4.834], [2.090, 0.019, 5.228], [-2.011, -2.342, 2.779], [1.715, -3.679, -5.574], [-2.135, -3.900, -1.082], [-0.155, 3.536, 5.690], [-2.354, -0.151, 3.409], [2.444, 1.570, 7.546], [-1.142, -2.091, 3.860], [-1.705, 3.563, -2.031], [-0.454, 2.132, -4.857], [0.053, -2.497, -6.890], [1.442, 1.295, 5.341], [2.992, -2.599, 5.119], [3.327, -1.819, 6.218], [-2.630, -2.740, -1.682], [2.219, -2.050, 4.102], [-2.474, 1.523, -0.289], [1.819, 2.029, -5.685], [2.867, -0.489, 6.293], [1.538, 3.076, -6.564], [-0.214, -0.203, -3.137], [2.732, -2.497, -4.059], [0.831, 3.770, 7.599], [-1.259, 1.740, -4.232], [3.691, -0.036, 8.240], [2.160, 0.025, -2.808], [-0.806, 4.402, 5.777], [-3.734, 4.295, -1.807], [3.917, -2.215, 7.037], [2.557, 2.166, 8.452], [-2.134, -3.293, 2.277], [2.305, 3.439, -7.252], [-1.420, 4.338, -2.748], [-1.053, -0.318, 5.246], [-4.384, 2.528, -0.169], [-0.454, -4.812, -0.061], [-2.708, -4.830, -1.130], [0.086, 4.563, -7.162], [-0.914, 2.987, 3.723], [-1.653, 3.754, -5.579], [-0.666, -2.476, -7.710], [2.305, -4.581, -5.403], [-2.824, 0.825, 3.550], [-3.591, -2.752, -2.206], [-0.086, -0.380, -6.505], [3.317, -3.635, 5.025], [1.908, -2.627, 3.228], [0.277, 2.676, -1.957], [-2.783, 0.718, 0.386], [2.816, 1.586, -5.678], [-2.257, -0.668, -2.149], [0.521, -4.597, -7.139], [0.889, -2.707, -0.007], [-0.537, -2.820, 4.394], [-3.564, -1.105, 1.786]],
  "lowdin_charge": [1.771, 0.272, 0.708, 0.161, -0.128, -0.112, 0.001, -0.079, -0.086, -0.108, -0.089, -0.362, -0.059, -0.348, -0.328, -0.001, -0.146, -0.070, -0.124, -0.336, -0.106, -0.147, -0.114, -0.092, -0.082, -0.110, -0.340, -0.163, -0.127, -0.088, -0.075, -0.045, -0.222, 0.002, -0.169, -0.075, -0.136, -0.080, -0.173, -0.043, 0.014, -0.065, -0.130, -0.115, -0.092, -0.147, -0.079, -0.020, 0.098, 0.123, 0.093, 0.124, -0.052, 0.115, 0.108, 0.125, 0.124, 0.099, 0.108, 0.111, 0.106, 0.109, 0.109, 0.111, 0.105, 0.112, 0.104, 0.105, 0.102, 0.103, 0.113, 0.104, 0.117, 0.114, 0.101, 0.080, 0.108, 0.102, 0.103, 0.099, 0.102, 0.100]
}



{
  "formula": "C3H3LiORh",
  "method": "ωB97M-V/def2-TZVPD",
  "multiplicity": 6,
  "energy_ha": -308.4098,
  "orbital_gap_ev": [6.38, 6.89],
  "fmax_ev_per_a": 5.272,
  "charge": 2,
  "lumo_energy_ev": [-10.0, -13.2],
  "species": ["Rh", "O", "C", "C", "C", "Li", "H", "H", "H"],
  "xyz": [[2.191, 0.407, -1.704], [-2.372, -0.224, 0.490], [-0.042, 0.272, -0.934], [0.634, -0.816, -0.409], [-1.840, 0.777, 0.006], [-1.249, -1.735, -0.015], [0.937, -0.728, 0.648], [-2.426, 1.638, -0.384], [-0.622, 0.085, -1.859]],
  "lowdin_charge": [1.278, 0.036, -0.269, -0.208, 0.066, 0.802, 0.060, 0.166, 0.069]
}



{
  "formula": "C5H10O",
  "method": "ωB97M-V/def2-TZVPD",
  "relative_energy_kcal_mol": 80.9,
  "energy_ha": -271.6238,
  "orbital_gap_ev": [7.95, 7.89],
  "fmax_ev_per_a": 0.762,
  "lumo_energy_ev": [1.1, 1.0],
  "species": ["O", "C", "C", "C", "C", "C", "H", "H", "H", "H", "H", "H", "H", "H", "H", "H"],
  "xyz": [[0.642, -0.964, -1.175], [-1.245, -0.341, 0.337], [1.072, 1.445, -0.854], [-0.542, -1.190, -0.675], [-0.682, -0.506, 1.758], [1.436, 0.061, -1.253], [-1.249, 0.720, 0.067], [2.319, -0.160, -1.837], [0.138, 1.781, -1.328], [1.868, 2.119, -1.185], [0.953, 1.584, 0.232], [-0.805, -2.238, -0.774], [-2.296, -0.655, 0.330], [0.345, -0.129, 1.820], [-1.290, 0.036, 2.492], [-0.664, -1.564, 2.045]],
  "lowdin_charge": [-0.039, -0.251, -0.097, -0.152, -0.104, -0.196, 0.085, 0.103, 0.081, 0.076, 0.070, 0.108, 0.106, 0.065, 0.070, 0.074]
}